{
  "formula": "C15H21ClNO7RhS",
  "method": "the ωB97M-V functional and the def2-TZVPD basis",
  "e_tot_ev": -58079.7474,
  "gap_ha": [0.340, 0.206],
  "s_squared": 6.0084,
  "spin_multiplicity": 5,
  "charge": 0,
  "mol_weight_g_mol": 497.76,
  "fmax_ha_per_bohr": 0.08526,
  "species": ["Rh", "C", "C", "C", "O", "C", "O", "O", "H", "H", "H", "H", "H", "H", "H", "C", "C", "C", "C", "C", "C", "C", "S", "O", "O", "N", "C", "C", "C", "O", "O", "H", "H", "H", "H", "H", "H", "H", "H", "H", "H", "H", "H", "Cl", "C", "H", "H"],
  "coordinates": [[-0.87, 1.43, 0.88], [-0.40, -1.36, 4.46], [-1.20, -0.26, 3.78], [-2.48, 0.20, 4.50], [-0.43, 0.88, 3.54], [-1.79, -0.98, 2.41], [-2.25, -2.06, 2.63], [-1.72, -0.37, 1.33], [-0.08, -0.99, 5.45], [0.50, -1.59, 3.87], [-1.01, -2.28, 4.53], [-2.25, 0.40, 5.55], [-3.30, -0.56, 4.40], [-2.86, 1.12, 4.03], [0.51, 0.69, 3.45], [-2.20, -0.35, -4.70], [-1.02, -0.77, -3.91], [-1.06, -0.78, -2.51], [0.07, -1.00, -1.76], [1.23, -1.45, -2.40], [1.28, -1.52, -3.80], [0.16, -1.17, -4.53], [2.69, -1.82, -1.39], [2.27, -2.82, -0.45], [3.82, -1.98, -2.28], [3.06, -0.53, -0.46], [3.63, 0.70, -0.85], [3.13, 1.86, 0.03], [1.61, 1.87, 0.35], [0.82, 2.83, 0.11], [1.11, 0.85, 1.01], [-2.79, 0.36, -4.09], [-2.87, -1.20, -4.99], [-1.84, 0.13, -5.60], [-1.98, -0.54, -1.95], [0.04, -0.92, -0.68], [2.19, -1.84, -4.28], [0.19, -1.25, -5.61], [2.45, -0.46, 0.34], [3.46, 0.84, -1.94], [4.74, 0.67, -0.79], [3.35, 2.78, -0.51], [3.65, 1.79, 1.01], [-3.86, 1.86, 0.56], [-2.48, 2.79, 0.52], [-2.71, 3.61, 1.23], [-2.52, 3.19, -0.50]]
}

---

{
  "formula": "C3H2N2O3",
  "method": "the ωB97M-V functional and the def2-TZVPD basis",
  "e_tot_ev": -12260.2141,
  "gap_ha": 0.335,
  "spin_multiplicity": 1,
  "charge": 0,
  "mol_weight_g_mol": 114.06,
  "smiles": "O=c1cnc(O)no1",
  "fmax_ha_per_bohr": 0.18971,
  "species": ["O", "C", "C", "N", "C", "O", "N", "O", "H", "H"],
  "coordinates": [[-2.82, -0.23, 0.74], [-1.64, -0.21, -0.02], [-0.74, 1.18, -0.34], [0.56, 1.12, -0.07], [1.18, -0.13, 0.16], [2.50, -0.13, 0.38], [0.53, -1.26, -0.18], [-0.96, -1.22, -0.55], [-1.37, 2.11, -0.76], [2.77, -1.24, 0.65]]
}

---

{
  "formula": "C34H49BrN10O2RuS",
  "method": "the ωB97M-V functional and the def2-TZVPD basis",
  "e_tot_ev": -138484.0635,
  "gap_ha": [0.315, 0.236],
  "s_squared": 8.7729,
  "spin_multiplicity": 6,
  "charge": 3,
  "mol_weight_g_mol": 842.88,
  "fmax_ha_per_bohr": 0.04994,
  "species": ["Ru", "C", "N", "C", "C", "N", "C", "C", "C", "C", "C", "C", "N", "C", "N", "C", "C", "N", "C", "C", "N", "C", "C", "H", "H", "H", "H", "H", "H", "H", "H", "H", "H", "H", "H", "H", "H", "H", "H", "H", "H", "H", "H", "H", "H", "H", "H", "H", "H", "H", "H", "O", "C", "C", "C", "N", "C", "Br", "C", "H", "H", "H", "H", "C", "C", "N", "H", "H", "H", "C", "C", "C", "N", "C", "S", "N", "C", "O", "C", "C", "C", "C", "C", "C", "H", "H", "H", "H", "H", "H", "H", "H", "H", "H", "H", "H", "H", "H"],
  "coordinates": [[-0.07, -0.06, -0.93], [-2.95, -3.70, 0.41], [-2.08, -3.24, -0.68], [-0.80, -3.90, -0.70], [-2.45, -2.26, -1.54], [-1.48, -1.51, -2.11], [-1.54, -1.31, -3.45], [-2.11, -2.35, -4.29], [-2.21, -2.12, -5.63], [-1.62, -0.97, -6.21], [-0.93, -0.04, -5.52], [-0.85, -0.16, -4.03], [-0.14, 0.66, -3.23], [0.72, 1.56, -3.81], [0.37, 2.84, -3.66], [-0.96, 3.26, -3.46], [1.33, 3.97, -3.75], [1.78, 1.19, -4.52], [2.26, 1.94, -5.69], [2.25, -0.20, -4.38], [-3.76, -2.09, -1.83], [-4.31, -0.75, -2.28], [-4.83, -3.11, -1.88], [-2.32, -3.69, 1.30], [-3.28, -4.74, 0.23], [-3.76, -3.03, 0.60], [-0.25, -3.62, -1.61], [-0.30, -3.66, 0.27], [-0.95, -5.04, -0.77], [-2.44, -3.24, -3.74], [-2.73, -2.82, -6.26], [-1.74, -0.84, -7.26], [-0.55, 0.84, -6.03], [-1.30, 4.00, -4.21], [-1.06, 3.71, -2.45], [-1.65, 2.42, -3.41], [2.34, 3.69, -3.63], [1.01, 4.71, -3.00], [1.12, 4.56, -4.66], [1.61, 2.79, -5.77], [2.23, 1.24, -6.59], [3.22, 2.29, -5.43], [2.11, -0.50, -3.33], [3.29, -0.35, -4.62], [1.65, -0.83, -4.96], [-3.57, 0.05, -2.11], [-5.25, -0.64, -1.75], [-4.48, -0.87, -3.34], [-4.37, -4.16, -1.89], [-5.41, -2.95, -2.78], [-5.45, -3.04, -0.97], [5.28, -0.26, 2.13], [4.38, -0.36, 1.15], [3.83, -1.52, 0.62], [2.81, -1.47, -0.28], [2.27, -0.30, -0.74], [2.82, 0.81, -0.22], [1.80, 2.38, -0.58], [3.87, 0.84, 0.72], [5.85, -1.01, 2.24], [4.16, -2.50, 0.92], [2.38, -2.39, -0.64], [4.22, 1.73, 1.22], [-2.94, 3.12, 1.50], [-2.38, 2.10, 0.60], [-1.95, 1.34, -0.16], [-3.07, 4.02, 0.89], [-2.20, 3.31, 2.24], [-3.94, 2.85, 1.88], [2.03, -1.80, 6.06], [0.55, -2.17, 5.91], [0.02, -2.01, 4.50], [0.12, -0.61, 4.05], [0.24, -0.21, 2.82], [-0.27, -1.18, 1.46], [0.70, 1.05, 2.56], [1.50, 2.00, 3.27], [2.22, 2.69, 2.58], [1.42, 2.17, 4.78], [2.53, 2.60, 5.47], [2.40, 2.96, 6.78], [1.17, 2.94, 7.41], [0.03, 2.66, 6.67], [0.16, 2.24, 5.38], [2.37, -2.02, 7.07], [2.20, -0.77, 5.89], [2.61, -2.41, 5.35], [-0.08, -1.63, 6.58], [0.38, -3.22, 6.17], [-1.01, -2.31, 4.38], [0.65, -2.62, 3.83], [0.44, 0.09, 4.71], [0.84, 1.15, 1.55], [3.50, 2.53, 5.01], [3.32, 3.28, 7.25], [1.07, 3.27, 8.44], [-0.94, 2.69, 7.12], [-0.72, 2.02, 4.77]]
}

---

{
  "formula": "C23H34F2N3OTeV",
  "method": "the ωB97M-V functional and the def2-TZVPD basis",
  "e_tot_ev": -69330.5078,
  "gap_ha": [0.252, 0.275],
  "s_squared": 0.8272,
  "spin_multiplicity": 2,
  "charge": 1,
  "mol_weight_g_mol": 585.09,
  "fmax_ha_per_bohr": 0.02279,
  "species": ["V", "N", "C", "C", "N", "H", "H", "H", "H", "H", "H", "H", "H", "C", "C", "O", "N", "Te", "C", "C", "C", "C", "C", "C", "C", "C", "C", "C", "C", "C", "C", "C", "C", "C", "C", "C", "H", "H", "H", "H", "H", "H", "H", "H", "H", "H", "H", "H", "H", "H", "H", "H", "H", "H", "H", "H", "H", "H", "H", "H", "H", "F", "C", "F", "H"],
  "coordinates": [[-0.67, 0.02, 0.57], [1.43, -0.22, 0.27], [2.13, 0.00, 1.56], [1.38, -0.75, 2.65], [-0.02, -0.24, 2.69], [1.63, -1.15, -0.07], [1.75, 0.43, -0.44], [2.14, 1.06, 1.77], [3.17, -0.35, 1.52], [1.88, -0.64, 3.61], [1.34, -1.81, 2.41], [-0.02, 0.69, 3.12], [-0.60, -0.82, 3.29], [-2.57, 1.50, -2.57], [-2.61, 0.32, -1.65], [-3.61, -0.33, -1.45], [-1.42, 0.04, -0.93], [-2.97, -1.51, 1.04], [-2.95, -3.20, -0.20], [-4.19, -3.73, -0.58], [-5.51, -3.12, -0.20], [-4.20, -4.88, -1.36], [-3.04, -5.50, -1.78], [-3.08, -6.75, -2.62], [-1.83, -4.93, -1.42], [-1.76, -3.79, -0.64], [-0.39, -3.24, -0.32], [-3.95, -2.39, 2.71], [-3.58, -3.65, 3.19], [-2.38, -4.42, 2.72], [-4.37, -4.23, 4.19], [-5.48, -3.59, 4.71], [-6.33, -4.23, 5.77], [-5.79, -2.32, 4.23], [-5.05, -1.70, 3.23], [-5.48, -0.33, 2.77], [-3.33, 1.38, -3.34], [-1.59, 1.63, -3.02], [-2.79, 2.39, -1.98], [-5.44, -2.04, -0.08], [-5.89, -3.54, 0.74], [-6.25, -3.31, -0.98], [-5.16, -5.29, -1.65], [-4.10, -7.09, -2.77], [-2.52, -7.56, -2.13], [-2.62, -6.58, -3.59], [-0.91, -5.38, -1.78], [0.38, -3.94, -0.64], [-0.27, -3.06, 0.75], [-0.24, -2.30, -0.86], [-1.59, -3.74, 2.38], [-2.63, -5.07, 1.88], [-1.98, -5.04, 3.52], [-4.10, -5.21, 4.56], [-5.89, -5.17, 6.11], [-7.33, -4.44, 5.39], [-6.44, -3.57, 6.63], [-6.65, -1.80, 4.63], [-6.50, -0.13, 3.10], [-5.45, -0.23, 1.68], [-4.84, 0.44, 3.19], [-1.75, 2.56, 0.77], [-0.46, 2.07, 0.68], [0.09, 2.57, -0.48], [0.10, 2.55, 1.49]]
}

---

{
  "formula": "C20H14AlBBr2F4N2OS",
  "method": "the ωB97M-V functional and the def2-TZVPD basis",
  "e_tot_ev": -195071.4484,
  "gap_ha": 0.264,
  "spin_multiplicity": 1,
  "charge": 0,
  "mol_weight_g_mol": 604.01,
  "fmax_ha_per_bohr": 0.01168,
  "species": ["Al", "C", "C", "C", "C", "C", "C", "Br", "C", "C", "Br", "C", "O", "C", "N", "H", "H", "H", "H", "H", "H", "C", "C", "C", "C", "C", "C", "C", "C", "C", "S", "C", "N", "H", "H", "H", "H", "H", "H", "H", "H", "F", "B", "F", "F", "F"],
  "coordinates": [[-0.10, 0.05, 0.02], [1.07, -2.09, -2.31], [1.04, -0.67, -2.77], [1.48, -0.25, -4.03], [1.42, 1.08, -4.38], [0.93, 2.03, -3.46], [0.82, 3.42, -3.67], [1.36, 4.17, -5.33], [0.34, 4.25, -2.69], [-0.07, 3.73, -1.45], [-0.73, 4.89, -0.12], [0.00, 2.38, -1.18], [-0.37, 1.82, -0.05], [0.51, 1.54, -2.21], [0.57, 0.21, -1.90], [1.44, -2.76, -3.08], [0.06, -2.40, -2.02], [1.71, -2.17, -1.43], [1.85, -0.98, -4.73], [1.75, 1.41, -5.35], [0.27, 5.31, -2.87], [-2.77, -2.03, 0.95], [-1.46, -2.31, 1.63], [-1.47, -3.37, 2.56], [-0.36, -3.69, 3.28], [0.82, -2.95, 3.08], [1.99, -3.24, 3.81], [3.12, -2.50, 3.59], [3.11, -1.47, 2.65], [1.98, -1.16, 1.92], [2.03, 0.13, 0.77], [0.78, -1.91, 2.12], [-0.35, -1.60, 1.40], [-3.54, -2.68, 1.37], [-2.71, -2.23, -0.12], [-3.08, -1.00, 1.08], [-2.39, -3.92, 2.70], [-0.37, -4.50, 4.00], [1.96, -4.04, 4.53], [4.02, -2.71, 4.15], [3.99, -0.87, 2.48], [-1.64, -0.38, -0.66], [-3.00, -0.04, -1.71], [-2.45, 0.88, -2.53], [-3.92, 0.38, -0.82], [-3.20, -1.27, -2.24]]
}

---

{
  "formula": "C36H92BN8O18",
  "method": "the ωB97M-V functional and the def2-TZVPD basis",
  "e_tot_ev": -88276.4334,
  "gap_ha": 0.323,
  "spin_multiplicity": 1,
  "charge": -1,
  "mol_weight_g_mol": 935.98,
  "fmax_ha_per_bohr": 0.10783,
  "species": ["O", "C", "O", "B", "O", "C", "O", "O", "C", "O", "C", "O", "O", "C", "C", "C", "O", "C", "N", "H", "H", "H", "H", "H", "H", "H", "H", "H", "H", "H", "C", "C", "C", "O", "C", "N", "H", "H", "H", "H", "H", "H", "H", "H", "H", "H", "H", "C", "C", "C", "O", "C", "N", "H", "H", "H", "H", "H", "H", "H", "H", "H", "H", "H", "C", "C", "C", "O", "C", "N", "H", "H", "H", "H", "H", "H", "H", "H", "H", "H", "H", "C", "C", "C", "O", "C", "N", "H", "H", "H", "H", "H", "H", "H", "H", "H", "H", "H", "C", "C", "C", "O", "C", "N", "H", "H", "H", "H", "H", "H", "H", "H", "H", "H", "H", "C", "C", "C", "O", "C", "N", "H", "H", "H", "H", "H", "H", "H", "H", "H", "H", "H", "C", "C", "C", "O", "C", "N", "H", "H", "H", "H", "H", "H", "H", "H", "H", "H", "H", "O", "H", "H", "O", "H", "H"],
  "coordinates": [[18.39, 7.55, 25.08], [18.92, 7.16, 24.02], [18.38, 6.35, 23.18], [19.35, 6.16, 21.97], [20.55, 6.93, 22.35], [20.37, 7.54, 23.56], [21.17, 8.23, 24.20], [18.87, 6.58, 20.64], [18.96, 5.59, 19.80], [18.65, 5.68, 18.66], [19.45, 4.34, 20.66], [19.58, 4.69, 21.88], [19.59, 3.23, 20.13], [23.02, 4.09, 22.97], [23.53, 2.72, 22.63], [22.77, 2.15, 21.39], [23.36, 0.89, 20.96], [22.66, 0.31, 19.82], [24.94, 2.64, 22.53], [21.96, 4.21, 23.16], [23.17, 4.81, 22.17], [23.41, 4.46, 23.92], [23.25, 2.05, 23.45], [22.66, 2.87, 20.58], [21.77, 1.86, 21.70], [23.10, -0.60, 19.42], [22.83, 1.11, 19.09], [21.61, 0.20, 20.07], [25.13, 3.45, 21.96], [25.28, 2.81, 23.46], [17.31, -1.57, 18.87], [18.46, -1.36, 19.78], [19.74, -2.05, 19.41], [19.52, -3.41, 19.82], [20.71, -4.22, 19.68], [18.67, 0.08, 19.70], [17.51, -1.36, 17.82], [16.43, -0.99, 19.15], [16.90, -2.57, 19.03], [18.25, -1.69, 20.80], [20.66, -1.69, 19.87], [19.86, -1.95, 18.34], [20.52, -5.28, 19.86], [21.55, -3.87, 20.28], [20.96, -4.15, 18.62], [19.07, 0.11, 18.77], [19.46, 0.43, 20.22], [27.30, 5.19, 24.85], [26.89, 5.41, 26.35], [26.12, 6.66, 26.66], [24.85, 6.67, 26.11], [24.34, 7.90, 25.65], [26.17, 4.25, 26.82], [26.42, 5.28, 24.22], [27.70, 4.19, 24.67], [28.15, 5.76, 24.48], [27.78, 5.35, 26.97], [26.62, 7.59, 26.40], [26.07, 6.75, 27.75], [23.32, 7.57, 25.45], [24.75, 8.37, 24.75], [24.16, 8.65, 26.42], [25.38, 4.21, 26.19], [26.63, 3.45, 26.41], [17.78, 11.05, 24.39], [18.79, 12.13, 23.94], [18.17, 13.62, 23.79], [17.31, 13.74, 22.70], [18.02, 13.53, 21.43], [19.86, 12.20, 24.96], [17.45, 11.33, 25.39], [18.19, 10.05, 24.29], [16.93, 11.18, 23.72], [19.15, 11.80, 22.97], [19.00, 14.29, 23.56], [17.61, 13.92, 24.67], [18.12, 12.46, 21.28], [19.03, 13.96, 21.46], [17.50, 13.88, 20.54], [20.38, 13.05, 24.81], [19.52, 12.45, 25.88], [21.63, 8.33, 28.88], [20.51, 9.25, 28.61], [20.93, 10.75, 28.65], [21.54, 11.16, 29.85], [20.91, 10.91, 31.12], [19.98, 8.81, 27.35], [21.23, 7.35, 29.09], [22.18, 8.67, 29.76], [22.39, 8.35, 28.09], [19.79, 9.03, 29.40], [20.05, 11.33, 28.36], [21.70, 10.78, 27.88], [21.65, 11.06, 31.91], [20.52, 9.91, 31.32], [20.20, 11.71, 31.32], [19.43, 9.54, 26.94], [20.65, 8.69, 26.61], [23.69, 5.75, 18.11], [22.90, 6.44, 19.17], [23.69, 7.55, 19.91], [24.46, 7.14, 21.05], [24.99, 8.33, 21.79], [21.73, 7.10, 18.52], [24.48, 5.09, 18.47], [24.18, 6.33, 17.33], [23.08, 5.12, 17.46], [22.60, 5.72, 19.92], [22.98, 8.14, 20.48], [24.34, 8.12, 19.25], [25.78, 8.78, 21.19], [25.48, 7.95, 22.69], [24.25, 9.08, 22.06], [21.26, 7.45, 19.34], [21.08, 6.48, 18.05], [14.38, 7.50, 23.95], [14.86, 8.70, 24.78], [13.72, 9.69, 25.27], [13.13, 10.27, 24.14], [13.88, 11.32, 23.60], [15.68, 8.21, 25.87], [13.66, 6.91, 24.52], [15.22, 6.95, 23.52], [13.81, 7.83, 23.08], [15.50, 9.21, 24.06], [14.13, 10.38, 26.01], [12.98, 9.10, 25.81], [14.11, 12.12, 24.30], [13.19, 11.83, 22.94], [14.64, 10.96, 22.91], [16.61, 8.08, 25.50], [15.75, 8.99, 26.51], [18.46, 9.86, 19.18], [17.03, 9.99, 19.53], [16.12, 9.60, 18.35], [16.37, 10.36, 17.11], [15.76, 11.62, 17.22], [16.81, 9.15, 20.65], [18.62, 8.87, 18.75], [19.01, 10.15, 20.08], [18.70, 10.51, 18.34], [16.67, 10.99, 19.76], [15.09, 9.49, 18.68], [16.27, 8.59, 17.97], [16.10, 12.30, 18.01], [14.68, 11.47, 17.30], [15.88, 12.20, 16.30], [17.45, 9.43, 21.38], [17.09, 8.21, 20.45], [21.20, 10.48, 22.70], [20.90, 11.03, 23.42], [21.73, 9.81, 23.12], [18.52, 5.59, 27.37], [18.45, 6.21, 26.65], [19.37, 5.17, 27.25]]
}